(1)
# C49H57F4N3S2

A 5-piece molecular cluster, C49H57F4N3S2 overall (ωB97M-V with the def2-TZVPD basis set, the OMol25 dataset).

The HOMO-LUMO gap comes out at 7.8733 eV. The lowest unoccupied orbital energy comes out at -0.57 eV. For the max |F|, the calculation gives 3.36 eV/Å. Its SMILES is CCCCN(CCCC[C@](C)(C#N)[C@@H](C#N)Cc1cccc(C)c1)C(=S)SCCC.Fc1ccccc1.Fc1ccccc1.Fc1ccccc1.Fc1ccccc1. The charge is 0.

Element x y z (Å)
C: 2.1873 5.6985 0.3945
C: 3.1100 6.0725 -0.8441
C: 4.4931 5.3100 -0.8870
C: 4.3847 3.7394 -0.7958
N: 3.9534 3.0923 -2.0967
C: 2.5058 2.7974 -1.9380
C: 1.8266 2.1875 -3.2415
C: 1.0325 3.2774 -4.0671
C: 0.2900 2.7101 -5.3394
C: -1.0456 1.8948 -4.9851
C: -0.7303 0.4040 -4.5526
C: -1.8108 1.7845 -6.3620
N: -2.2408 1.6221 -7.4121
C: -2.0122 2.6960 -4.0035
C: -3.5100 2.4598 -4.3896
N: -4.5269 2.1448 -4.8203
C: -1.7204 2.4949 -2.4572
C: -2.7350 1.5842 -1.6912
C: -3.2782 2.1085 -0.4058
C: -4.2045 1.3562 0.4470
C: -4.6844 0.0087 0.0192
C: -4.1486 -0.4997 -1.2521
C: -4.5951 -1.9195 -1.8055
C: -3.1813 0.2450 -2.0896
C: 4.7322 1.8700 -2.2490
S: 6.2818 1.9710 -2.8440
S: 4.1052 0.1963 -1.8421
C: 3.9567 -0.6574 -3.4686
C: 4.1569 -2.2300 -3.4012
C: 4.2010 -2.8316 -1.9397
H: 2.7237 5.1418 1.2149
H: 1.7446 6.6233 0.8478
H: 1.3295 5.0384 0.0599
H: 3.2884 7.1891 -0.7871
H: 2.5575 5.8623 -1.8007
H: 5.1422 5.6634 -0.0420
H: 4.9568 5.5455 -1.8923
H: 3.6386 3.4725 0.0084
H: 5.3660 3.2922 -0.4592
H: 1.9444 3.7519 -1.7063
H: 2.3176 2.1213 -1.0493
H: 2.6155 1.7516 -3.9249
H: 1.1988 1.3247 -2.8946
H: 1.8192 4.0001 -4.4520
H: 0.3525 3.9098 -3.4207
H: -0.0328 3.6027 -5.9590
H: 0.9959 2.0977 -5.9677
H: -0.6346 0.2410 -3.4491
H: -1.4503 -0.3191 -5.0153
H: 0.2837 0.1516 -4.9928
H: -1.8343 3.7947 -4.2191
H: -0.6905 2.0967 -2.2650
H: -1.7719 3.5196 -1.9829
H: -2.9387 3.1173 -0.0509
H: -4.5729 1.7694 1.4157
H: -5.3944 -0.5907 0.6512
H: -5.6032 -2.1468 -1.3483
H: -4.6802 -1.8367 -2.9293
H: -3.8084 -2.6646 -1.5207
H: -2.8152 -0.2165 -3.0352
H: 2.9977 -0.4379 -4.0185
H: 4.7853 -0.2448 -4.1224
H: 3.3298 -2.7601 -3.9623
H: 5.1240 -2.5374 -3.9030
H: 4.4727 -3.9258 -2.0516
H: 5.0116 -2.3727 -1.3172
H: 3.1839 -2.8047 -1.4648
F: 2.1299 -4.9326 -2.4053
C: 1.7382 -5.4239 -1.2166
C: 1.0753 -4.5922 -0.3332
C: 0.6613 -5.0904 0.8935
C: 0.9248 -6.4142 1.2280
C: 1.5971 -7.2400 0.3330
C: 2.0023 -6.7437 -0.9008
H: 0.8856 -3.5615 -0.6082
H: 0.1350 -4.4484 1.5876
H: 0.6050 -6.8021 2.1883
H: 1.8057 -8.2704 0.5959
H: 2.5189 -7.3739 -1.6143
F: 0.6427 3.4216 2.3076
C: 1.5599 2.6922 2.9662
C: 2.4087 1.8654 2.2517
C: 3.3601 1.1151 2.9313
C: 3.4440 1.1925 4.3171
C: 2.5818 2.0234 5.0235
C: 1.6370 2.7826 4.3443
H: 2.3226 1.8119 1.1733
H: 4.0350 0.4699 2.3810
H: 4.1838 0.6033 4.8468
H: 2.6453 2.0800 6.1037
H: 0.9628 3.4419 4.8772
F: 1.0932 -4.1051 3.7443
C: 0.0011 -4.3007 4.5035
C: -0.2896 -5.5722 4.9640
C: -1.4181 -5.7683 5.7510
C: -2.2460 -4.6935 6.0575
C: -1.9436 -3.4224 5.5836
C: -0.8107 -3.2231 4.8070
H: 0.3627 -6.3981 4.7074
H: -1.6527 -6.7582 6.1241
H: -3.1289 -4.8485 6.6673
H: -2.5901 -2.5875 5.8189
H: -0.5549 -2.2379 4.4360
F: -4.2829 -2.8247 4.0091
C: -5.2398 -1.9356 4.3243
C: -4.9021 -0.7977 5.0360
C: -5.8917 0.1232 5.3566
C: -7.2074 -0.1094 4.9714
C: -7.5341 -1.2588 4.2610
C: -6.5442 -2.1755 3.9300
H: -3.8733 -0.6372 5.3345
H: -5.6377 1.0213 5.9070
H: -7.9793 0.6079 5.2260
H: -8.5603 -1.4410 3.9647
H: -6.7786 -3.0721 3.3694

(2)
# C49H57I2N4

C49H57I2N4 as an isolated structure (ωB97M-V with the def2-TZVPD basis set, the OMol25 dataset).

The HOMO-LUMO gap comes out at 5.8225 eV. The lowest unoccupied orbital energy comes out at -4.65 eV. For the max |F|, the calculation gives 2.39 eV/Å. The charge is +1.

Element x y z (Å)
C: -4.1649 -2.1100 5.3522
C: -3.1180 -2.3054 4.2998
N: -3.1410 -3.2939 3.5092
C: -2.0630 -1.2101 4.2131
N: -0.7213 -1.7983 3.8910
C: 0.3632 -1.2143 4.4227
N: 0.5623 0.0939 4.2399
N: 1.3323 -1.9407 5.1278
C: 0.7780 -2.7442 6.2482
I: 1.9066 -4.5846 6.3108
C: 0.8581 -2.0270 7.5871
C: -0.0858 -0.8310 7.6704
I: 2.8546 -1.4492 8.1076
H: -4.8916 -1.3966 4.9625
H: -3.7373 -1.6454 6.2378
H: -4.6385 -3.0485 5.6053
H: -2.3683 -3.2236 2.8434
H: -2.3662 -0.5367 3.4107
H: -2.0304 -0.6253 5.1276
H: -0.7067 -2.7962 4.0877
H: -0.1583 0.7913 4.3187
H: 1.4726 0.3988 3.9274
H: 1.8895 -2.5240 4.5107
H: -0.2420 -3.0793 6.0693
H: 0.5429 -2.7444 8.3377
H: -1.1039 -1.1506 7.8906
H: -0.0775 -0.2221 6.7704
H: 0.2235 -0.1966 8.4936
C: 3.1490 3.1867 3.3675
C: 4.0055 4.2457 3.1039
C: 3.6354 5.2293 2.1963
C: 2.4037 5.1593 1.5589
C: 1.5446 4.1040 1.8248
C: 1.9209 3.1192 2.7238
H: 3.4427 2.4190 4.0742
H: 4.9627 4.3043 3.6040
H: 4.3061 6.0521 1.9848
H: 2.1137 5.9277 0.8539
H: 0.5836 4.0458 1.3297
H: 1.2430 2.2963 2.9179
C: -5.2284 -4.5441 -0.2142
C: -3.9631 -4.1583 0.2048
C: -2.9819 -3.8626 -0.7327
C: -3.2673 -3.9454 -2.0884
C: -4.5335 -4.3294 -2.5066
C: -5.5125 -4.6314 -1.5699
H: -5.9927 -4.7773 0.5156
H: -3.7431 -4.0910 1.2616
H: -1.9908 -3.5673 -0.4083
H: -2.5033 -3.7126 -2.8194
H: -4.7572 -4.3953 -3.5632
H: -6.4980 -4.9354 -1.8977
C: 2.1411 4.1294 -2.5177
C: 1.9418 3.9688 -3.8822
C: 1.3847 2.7940 -4.3687
C: 1.0221 1.7822 -3.4900
C: 1.2182 1.9451 -2.1268
C: 1.7791 3.1176 -1.6400
H: 2.5772 5.0448 -2.1382
H: 2.2206 4.7591 -4.5668
H: 1.2334 2.6663 -5.4327
H: 0.5863 0.8665 -3.8704
H: 0.9333 1.1558 -1.4414
H: 1.9380 3.2419 -0.5787
C: -3.3643 3.9249 -3.1746
C: -2.4432 2.8914 -3.2718
C: -2.7898 1.6130 -2.8569
C: -4.0589 1.3649 -2.3518
C: -4.9805 2.3987 -2.2574
C: -4.6322 3.6789 -2.6655
H: -3.0943 4.9222 -3.4965
H: -1.4553 3.0797 -3.6714
H: -2.0692 0.8076 -2.9301
H: -4.3308 0.3656 -2.0349
H: -5.9716 2.2060 -1.8674
H: -5.3503 4.4850 -2.5891
C: -4.7264 -9.1585 -3.7738
C: -3.9624 -9.8242 -4.7220
C: -2.7463 -9.2948 -5.1299
C: -2.2910 -8.1030 -4.5838
C: -3.0541 -7.4385 -3.6336
C: -4.2738 -7.9641 -3.2306
H: -5.6759 -9.5710 -3.4580
H: -4.3153 -10.7561 -5.1438
H: -2.1533 -9.8112 -5.8733
H: -1.3407 -7.6919 -4.8995
H: -2.6991 -6.5098 -3.2067
H: -4.8708 -7.4426 -2.4931
C: 3.7064 8.7190 0.3238
C: 4.2839 8.0563 -0.7510
C: 5.4806 8.5119 -1.2855
C: 6.1034 9.6254 -0.7398
C: 5.5276 10.2858 0.3364
C: 4.3272 9.8350 0.8666
H: 2.7702 8.3665 0.7393
H: 3.8005 7.1840 -1.1738
H: 5.9280 7.9995 -2.1272
H: 7.0382 9.9790 -1.1542
H: 6.0145 11.1535 0.7616
H: 3.8758 10.3531 1.7026
C: 3.3337 -3.0187 -3.2324
C: 4.3671 -3.4813 -4.0349
C: 5.1405 -2.5829 -4.7566
C: 4.8853 -1.2213 -4.6709
C: 3.8539 -0.7584 -3.8663
C: 3.0767 -1.6571 -3.1497
H: 2.7283 -3.7205 -2.6726
H: 4.5693 -4.5425 -4.0990
H: 5.9423 -2.9444 -5.3869
H: 5.4901 -0.5209 -5.2317
H: 3.6535 0.3036 -3.7966
H: 2.2686 -1.2938 -2.5261

(3)
# C49H60NO2P2S2Sb2Ta

C49H60NO2P2S2Sb2Ta as an isolated structure (ωB97M-V with the def2-TZVPD basis set, the OMol25 dataset).

As for the expectation value of S²: 0.76. The HOMO-LUMO gap (alpha / beta) comes out at 6.9892 / 8.1222 eV. The lowest unoccupied orbital energy (alpha / beta) comes out at -2.35 / -2.11 eV. For the max |F|, the calculation gives 1.57 eV/Å. The charge is +1. Its multiplicity is 2. The energy relative to the best compared isomer or geometry (same formula, charge and spin) is 0.448 eV.

Element x y z (Å)
Ta: -0.1294 -0.0727 -0.2227
N: -1.3356 1.0624 1.3793
C: -1.7618 2.4619 1.3902
C: -2.0074 2.9714 2.6639
C: -2.4861 4.2512 2.8420
C: -2.7202 5.0277 1.7123
C: -2.4446 4.5200 0.4570
C: -1.9500 3.2209 0.2385
C: -1.5257 2.8182 -1.1508
C: -1.9267 3.6343 -2.2130
C: -1.4189 3.4930 -3.4941
C: -0.4524 2.5287 -3.7358
C: -0.0855 1.6903 -2.6938
C: -0.6320 1.7540 -1.4016
H: -0.7604 0.9451 2.2107
H: -2.1601 0.4947 1.5594
H: -1.8110 2.3349 3.5233
H: -2.6647 4.6353 3.8385
H: -3.0933 6.0406 1.8059
H: -2.5745 5.1839 -0.3851
H: -2.6745 4.4010 -2.0583
H: -1.7706 4.1441 -4.2856
H: 0.0008 2.4193 -4.7142
H: 0.6575 0.9365 -2.9183
C: 2.0778 -4.8605 -4.7444
C: 0.9484 -3.9942 -4.2626
O: 1.3557 -3.3638 -3.0052
P: 0.9982 -1.8466 -2.7539
S: 1.8947 -1.3762 -1.0176
S: -0.9188 -1.4327 -2.7432
O: 1.6585 -1.0527 -3.9552
C: 3.1123 -1.0471 -4.1141
C: 3.4169 -0.7059 -5.5473
H: 1.7798 -5.3688 -5.6639
H: 2.3318 -5.6144 -3.9994
H: 2.9697 -4.2668 -4.9548
H: 0.0498 -4.5708 -4.0511
H: 0.6972 -3.2233 -4.9903
H: 3.5087 -2.0238 -3.8361
H: 3.5095 -0.3096 -3.4203
H: 3.0319 -1.4692 -6.2258
H: 4.4979 -0.6367 -5.6896
H: 2.9738 0.2538 -5.8177
C: -4.6054 0.5474 0.7466
Sb: -3.3615 -0.0457 -0.8748
C: -4.1535 1.2751 -2.3221
C: -4.5389 -1.7394 -1.4928
C: -4.9460 -2.6370 -0.3547
C: -6.1980 -2.4671 0.2414
C: -6.6127 -3.2578 1.3022
C: -5.7726 -4.2566 1.7821
C: -4.5321 -4.4407 1.1913
C: -4.0998 -3.6389 0.1343
C: -2.7357 -3.8690 -0.4548
Sb: -1.1889 -2.7101 0.4454
C: 0.3090 -4.1979 0.3838
C: -1.7721 -2.9580 2.4721
H: -5.6308 0.6008 0.3757
H: -4.3006 1.5337 1.1041
H: -4.5648 -0.1762 1.5633
H: -5.1613 0.9277 -2.5487
H: -3.5398 1.2822 -3.2215
H: -4.1873 2.2776 -1.9030
H: -3.9831 -2.2554 -2.2762
H: -5.4160 -1.2823 -1.9491
H: -6.8660 -1.7054 -0.1504
H: -7.5924 -3.1076 1.7402
H: -6.0870 -4.8967 2.5980
H: -3.8814 -5.2346 1.5485
H: -2.6795 -3.6844 -1.5250
H: -2.4001 -4.8892 -0.2699
H: -0.1165 -5.1116 0.7948
H: 1.1594 -3.8752 0.9813
H: 0.6372 -4.3552 -0.6421
H: -1.8020 -4.0265 2.6975
H: -2.7670 -2.5368 2.6349
H: -1.0541 -2.4662 3.1289
C: 1.2668 4.7257 -1.0613
C: 2.3064 4.8532 0.0160
C: 2.9346 6.0943 0.1764
C: 3.9476 6.2831 1.0950
C: 4.3815 5.2165 1.8764
C: 3.7719 3.9865 1.7323
C: 2.7143 3.7927 0.8328
P: 2.0121 2.0848 0.7967
C: 3.5877 1.1753 0.5360
C: 4.2142 0.4488 1.5468
C: 5.3987 -0.2372 1.3110
C: 5.9789 -0.1786 0.0534
C: 5.3792 0.5742 -0.9485
C: 4.1882 1.2610 -0.7299
C: 3.6031 2.1109 -1.8304
C: 1.5808 1.7812 2.5417
C: 1.5713 2.7629 3.5303
C: 1.0926 2.4809 4.8049
C: 0.6218 1.2084 5.0946
C: 0.6251 0.2258 4.1078
C: 1.0941 0.4950 2.8230
C: 1.0422 -0.5195 1.7198
H: 1.5463 5.3166 -1.9363
H: 0.3007 5.0951 -0.7124
H: 1.1323 3.6982 -1.3836
H: 2.6265 6.9174 -0.4601
H: 4.4183 7.2538 1.1890
H: 5.1928 5.3416 2.5836
H: 4.1204 3.1541 2.3342
H: 3.7780 0.4187 2.5386
H: 5.8668 -0.8006 2.1092
H: 6.9054 -0.7037 -0.1441
H: 5.8505 0.6412 -1.9242
H: 4.0627 1.8790 -2.7916
H: 3.7711 3.1737 -1.6343
H: 2.5214 1.9719 -1.9301
H: 1.9251 3.7624 3.3081
H: 1.0884 3.2543 5.5624
H: 0.2532 0.9767 6.0871
H: 0.2606 -0.7706 4.3356
H: 0.6684 -1.4724 2.1034
H: 2.0603 -0.7285 1.3953

(4)
# C49H62F2GeN7PRe

C49H62F2GeN7PRe as an isolated structure (ωB97M-V with the def2-TZVPD basis set, the OMol25 dataset).

The HOMO-LUMO gap comes out at 7.3136 eV. The lowest unoccupied orbital energy comes out at -7.81 eV. For the max |F|, the calculation gives 1.07 eV/Å. The charge is +3. The energy relative to the best compared isomer or geometry (same formula, charge and spin) is 1.369 eV.

Element x y z (Å)
Re: -0.0406 -0.1170 0.6034
F: 4.8815 2.1823 1.8163
C: 3.6425 2.1921 1.3334
C: 3.0142 0.9816 1.0965
C: 1.7151 0.9748 0.5898
C: 1.1302 2.2171 0.2880
C: 1.7557 3.4098 0.6340
F: 1.0894 4.5679 0.4910
C: 3.0270 3.4257 1.1518
C: -1.3637 2.2737 0.4960
C: -1.9624 3.4536 0.8861
C: -3.1016 3.3931 1.6719
C: -3.6182 2.1546 2.0360
C: -2.9461 1.0172 1.6499
N: -1.8232 1.0728 0.9071
H: 3.5602 0.0637 1.2809
H: 3.5241 4.3524 1.4073
H: -1.5327 4.3994 0.5872
H: -3.5871 4.3064 1.9940
H: -4.5218 2.0742 2.6242
H: -3.3014 0.0282 1.9072
N: -0.1952 2.1598 -0.3792
P: -0.3877 2.7785 -2.0024
N: 0.6376 1.9253 -2.9018
C: 0.7223 2.3056 -4.3507
C: 2.1087 1.9819 -4.8818
C: 2.3505 0.4635 -4.8627
C: 1.5295 -0.2112 -3.7555
C: 1.3724 0.6902 -2.5438
N: -1.9628 2.5305 -2.3026
C: -2.4121 1.1043 -2.2492
C: -2.5947 0.5053 -3.6362
C: -3.5890 1.3221 -4.4886
C: -3.9464 2.6388 -3.8027
C: -2.7194 3.3756 -3.2938
N: -0.0556 4.3359 -2.1813
C: -0.9083 5.4482 -1.6849
C: -1.0443 6.5231 -2.7521
C: 0.3322 7.0482 -3.1552
C: 1.2297 5.8956 -3.6030
C: 1.3149 4.8291 -2.5197
H: 0.5068 3.3662 -4.4493
H: -0.0345 1.7644 -4.9231
H: 2.8562 2.5023 -4.2776
H: 2.1939 2.3713 -5.8956
H: 3.4108 0.2600 -4.7167
H: 2.0745 0.0348 -5.8257
H: 2.0147 -1.1299 -3.4250
H: 0.5388 -0.4927 -4.1254
H: 2.3536 0.9458 -2.1382
H: 0.8353 0.1471 -1.7697
H: -3.3402 1.0592 -1.6788
H: -1.6727 0.5147 -1.7074
H: -2.9290 -0.5261 -3.5174
H: -1.6194 0.4642 -4.1239
H: -4.4983 0.7499 -4.6662
H: -3.1559 1.5304 -5.4680
H: -4.6356 2.4629 -2.9725
H: -4.4619 3.3029 -4.4961
H: -3.0414 4.2949 -2.8177
H: -2.0703 3.6386 -4.1320
H: -0.4166 5.8715 -0.8035
H: -1.8767 5.0675 -1.3786
H: -1.6640 7.3294 -2.3547
H: -1.5564 6.1095 -3.6246
H: 0.7911 7.5555 -2.3008
H: 0.2355 7.7826 -3.9530
H: 2.2394 6.2516 -3.8121
H: 0.8361 5.4633 -4.5275
H: 1.7474 5.2655 -1.6183
H: 1.9381 3.9924 -2.8210
N: 0.6071 -2.3372 4.9714
C: -0.8104 -2.1179 4.5199
C: -0.8126 -1.7573 3.0467
N: 0.0091 -0.5592 2.7201
C: 1.3850 -0.7392 3.2527
C: 1.4206 -1.0915 4.7284
H: 1.0230 -3.1336 4.4524
H: 0.6262 -2.5850 5.9627
H: -1.2304 -1.3287 5.1432
H: -1.3776 -3.0318 4.6854
H: -1.8386 -1.5871 2.7300
H: -0.4143 -2.5850 2.4609
H: -0.4081 0.2540 3.1768
H: 1.9550 0.1677 3.0885
H: 1.8418 -1.5352 2.6653
H: 1.0008 -0.3057 5.3558
H: 2.4450 -1.2733 5.0464
C: 0.2697 -1.7550 0.1921
Ge: 0.1946 -3.7104 -0.1098
C: -1.6641 -4.1460 -0.3323
C: -2.0475 -5.0910 -1.2829
C: -3.3833 -5.4631 -1.4057
C: -4.3413 -4.9006 -0.5759
C: -3.9734 -3.9519 0.3730
C: -2.6422 -3.5751 0.4883
C: 1.3201 -4.2664 -1.5443
C: 1.0810 -3.7910 -2.8380
C: 1.8590 -4.2315 -3.8992
C: 2.8774 -5.1520 -3.6754
C: 3.1106 -5.6410 -2.3977
C: 2.3338 -5.2010 -1.3315
C: 0.8600 -4.3390 1.6101
C: 2.1418 -3.9783 2.0441
C: 2.6345 -4.4254 3.2672
C: 1.8458 -5.2446 4.0734
C: 0.5742 -5.6209 3.6484
C: 0.0868 -5.1715 2.4220
H: -1.3045 -5.5441 -1.9300
H: -3.6734 -6.1955 -2.1483
H: -5.3781 -5.1990 -0.6673
H: -4.7275 -3.5158 1.0174
H: -2.3593 -2.8215 1.2144
H: 0.2747 -3.0866 -3.0205
H: 1.6674 -3.8706 -4.9028
H: 3.4865 -5.4938 -4.5024
H: 3.8922 -6.3715 -2.2318
H: 2.5174 -5.5975 -0.3395
H: 2.7798 -3.3795 1.3986
H: 3.6483 -4.1846 3.5680
H: 2.2427 -5.6339 5.0035
H: -0.0207 -6.2937 4.2545
H: -0.8987 -5.4845 2.0920